1.
{"formula": "C3H6O2S", "method": "wB97M-V/def2-TZVPD", "symbols": ["C", "C", "O", "C", "O", "S", "H", "H", "H", "H", "H", "H"], "positions_angstrom": [[2.03100, 0.42511, 0.57159], [1.03941, -0.06263, -0.38964], [0.96725, -1.49205, -0.23624], [-0.36219, 0.61086, -0.14648], [-0.53045, 1.80224, -0.30180], [-1.61701, -0.54574, 0.24741], [3.03466, -0.09915, 0.42871], [2.08826, 1.48917, 0.43321], [1.72566, 0.23455, 1.60184], [1.36310, 0.20246, -1.41288], [0.53721, -1.77042, -1.06249], [-2.62046, 0.35376, 0.14448]], "total_energy_ha": -666.56655, "relative_energy_ev": 0.748, "lumo_energy_ev": 0.571, "homo_lumo_gap_ev": 10.340, "smiles": "C[C@@H](O)C(=O)S", "mol_weight_g_mol": 106.1}

---

2.
{"formula": "C3H6O2S", "method": "wB97M-V/def2-TZVPD", "symbols": ["C", "C", "C", "O", "O", "S", "H", "H", "H", "H", "H", "H"], "positions_angstrom": [[0.88080, 0.83837, -0.11634], [0.25741, 2.15211, -0.00446], [-1.13528, -1.89245, 0.05457], [2.18093, -1.40557, -0.06151], [-1.08567, -0.56203, -0.33219], [2.23862, 0.02225, 0.18128], [0.52843, 2.73011, -0.97144], [-0.81558, 2.01448, -0.01613], [0.40539, 2.60273, 0.88684], [-0.71286, -1.88440, 1.10572], [-0.57788, -2.52536, -0.56240], [-2.16431, -2.09024, -0.16393]], "total_energy_ha": -666.32936, "relative_energy_ev": 7.202, "lumo_energy_ev": [-2.043, -2.041], "homo_lumo_gap_ev": [7.089, 7.072], "mol_weight_g_mol": 106.1}

---

3.
{"formula": "C3H6O2S", "method": "wB97M-V/def2-TZVPD", "symbols": ["C", "S", "C", "C", "O", "O", "H", "H", "H", "H", "H", "H"], "positions_angstrom": [[-1.55193, 0.82707, 0.43792], [-1.21939, -0.59425, -0.61279], [0.39984, -1.13007, 0.01727], [1.54500, -0.15057, -0.17681], [2.49589, -0.12910, 0.49589], [1.48899, 0.65033, -1.23293], [-0.62593, 1.45622, 0.41431], [-2.52614, 1.28196, 0.22442], [-1.58873, 0.59985, 1.50217], [0.34332, -1.30858, 1.11702], [0.63050, -2.01157, -0.55929], [0.60858, 0.50872, -1.62721]], "total_energy_ha": -666.57859, "relative_energy_ev": 0.420, "lumo_energy_ev": 0.600, "homo_lumo_gap_ev": 10.042, "smiles": "CSCC(=O)O", "mol_weight_g_mol": 106.1}

---

4.
{"formula": "C3H6O3", "method": "wB97M-V/def2-TZVPD", "symbols": ["O", "C", "O", "C", "C", "O", "H", "H", "H", "H", "H", "H"], "positions_angstrom": [[-0.48486, 0.78246, -2.84731], [0.44466, 1.36277, -2.45100], [1.40265, 1.93887, -2.11422], [-0.04440, -0.97615, 1.55554], [-0.49204, -0.39437, 0.22509], [-0.17009, 0.98390, 0.10767], [-0.36276, -2.01928, 1.65480], [-0.46728, -0.40022, 2.38445], [1.04935, -0.95315, 1.64294], [-0.05996, -0.96868, -0.60931], [-1.57964, -0.44962, 0.12329], [0.76436, 1.09345, 0.32806]], "total_energy_ha": -343.65446, "relative_energy_ev": 0.003, "lumo_energy_ev": 0.666, "homo_lumo_gap_ev": 11.299, "smiles": "O=C=O.CCO", "mol_weight_g_mol": 90.1}

---

5.
{"formula": "C3H6O3", "method": "wB97M-V/def2-TZVPD", "symbols": ["C", "O", "C", "O", "C", "O", "H", "H", "H", "H", "H", "H"], "positions_angstrom": [[0.56755, 0.66270, -1.01462], [0.03086, 1.31444, 0.03348], [-0.57312, 0.57913, 1.10311], [-0.52425, -0.78190, 1.02261], [0.35519, -1.23539, 0.01146], [0.03184, -0.57807, -1.17987], [0.22269, 1.17808, -1.90053], [1.64976, 0.64012, -0.95414], [-0.20972, 1.04296, 1.97913], [-1.60026, 0.87914, 0.93254], [1.39736, -1.08636, 0.32857], [0.13486, -2.32836, 0.00497]], "total_energy_ha": -343.56055, "relative_energy_ev": 2.558, "lumo_energy_ev": 0.944, "homo_lumo_gap_ev": 10.557, "smiles": "C1OCOCO1", "mol_weight_g_mol": 90.1}

---

6.
{"formula": "C3H6O3", "method": "wB97M-V/def2-TZVPD", "symbols": ["C", "C", "O", "O", "C", "O", "H", "H", "H", "H", "H", "H"], "positions_angstrom": [[0.60509, -1.07700, -0.11983], [-0.25862, 0.12249, 0.05129], [0.03412, 0.80334, 1.50210], [-1.65367, 0.13520, -0.06074], [-0.94123, 1.01603, -0.91043], [-1.03210, 2.36036, -0.62175], [0.16708, -1.80772, -0.92238], [0.77858, -1.53088, 0.82420], [1.48262, -0.65785, -0.44282], [-0.78962, 0.37458, 1.87374], [-0.91117, 0.74182, -2.06767], [-0.82495, 2.49346, 0.28660]], "total_energy_ha": -343.55200, "relative_energy_ev": 2.791, "lumo_energy_ev": 0.828, "homo_lumo_gap_ev": 11.270, "smiles": "C[C@]1(O)O[C@H]1O", "mol_weight_g_mol": 90.1}